# C4H34NO14S

A cluster of 14 separate species, C4H34NO14S in total (ωB97M-V/def2-TZVPD, OMol25).

Lowest unoccupied orbital energy   2.49 eV
Highest occupied orbital energy   -4.5 eV
Charge   -1
F_max   2.4 eV/A
Frontier orbital gap   0.2576 Eh

Geometry (Å):
C: -0.353 -0.160 -1.450
N: 0.507 -0.138 -0.235
C: -0.109 0.060 0.943
O: 0.385 -0.146 2.053
C: 0.349 0.360 -2.740
C: 0.207 -0.794 -3.777
S: 1.612 -1.828 -3.959
H: -0.670 -1.193 -1.566
H: -1.322 0.291 -1.255
H: 1.463 -0.337 -0.532
H: -1.202 0.269 0.860
H: -0.156 1.309 -2.956
H: 1.359 0.689 -2.487
H: -0.634 -1.434 -3.501
H: -0.192 -0.281 -4.668
H: -2.399 -2.445 -0.885
H: -3.497 -3.045 0.018
O: -3.310 -2.340 -0.603
H: -1.878 2.222 0.648
H: -1.334 3.499 -0.010
O: -1.564 3.105 0.843
H: -2.469 1.908 3.204
H: -3.083 2.278 1.935
O: -3.017 1.505 2.521
H: 2.590 0.070 4.126
H: 1.694 -0.607 3.158
O: 2.265 -0.812 3.917
H: 3.030 2.456 -0.068
H: 1.992 1.407 -0.510
O: 2.094 2.331 -0.246
H: -0.892 -4.597 0.366
H: -0.432 -3.237 -0.334
O: -1.170 -3.714 0.134
H: 3.505 -1.664 -1.254
H: 2.656 -1.011 -2.364
O: 2.968 -0.883 -1.405
H: -0.144 3.616 1.829
H: 1.240 3.038 1.455
O: 0.795 3.623 2.081
H: -3.205 0.490 0.999
H: -3.163 -0.757 -0.054
O: -3.020 0.209 0.096
H: 0.600 3.858 -1.251
H: -0.235 2.876 -1.768
O: -0.232 3.851 -1.764
H: 1.194 -3.286 -2.347
H: 1.613 -3.604 -0.882
O: 0.841 -3.505 -1.449
H: -0.366 1.129 3.475
H: 0.658 2.010 3.330
O: -0.019 1.862 4.005
H: 1.767 -2.262 0.923
H: 1.162 -3.114 2.142
O: 1.523 -3.127 1.257

Per-atom natural (NBO) charges, elementary charge units: C -0.24; N -0.67; C 0.53; O -0.73; C -0.43; C -0.54; S -0.57; H 0.18; H 0.23; H 0.44; H 0.17; H 0.19; H 0.20; H 0.19; H 0.19; H 0.50; H 0.49; O -0.95; H 0.49; H 0.51; O -0.99; H 0.50; H 0.48; O -0.97; H 0.46; H 0.50; O -0.97; H 0.48; H 0.50; O -0.98; H 0.48; H 0.52; O -1.02; H 0.48; H 0.49; O -1.05; H 0.50; H 0.48; O -0.99; H 0.49; H 0.51; O -1.03; H 0.49; H 0.47; O -0.94; H 0.50; H 0.48; O -1.01; H 0.47; H 0.48; O -0.97; H 0.49; H 0.49; O -0.98

---

# C33H28I2N6O2SeY

A structure of composition C33H28I2N6O2SeY (ωB97M-V/def2-TZVPD, OMol25).

Lowest unoccupied orbital energy   -3.57 eV
Highest occupied orbital energy   -9.9 eV
Charge   +1
F_max   0.5 eV/A
Frontier orbital gap   0.2319 Eh

Geometry (Å):
Y: -0.233 0.409 -0.126
C: -3.624 2.742 2.225
C: -4.253 1.750 2.957
C: -3.658 0.503 3.047
C: -2.452 0.283 2.406
N: -1.862 1.226 1.652
C: -2.441 2.432 1.582
C: -1.764 -1.032 2.485
C: -1.927 -1.877 3.569
C: -1.287 -3.106 3.567
C: -0.507 -3.455 2.475
C: -0.363 -2.538 1.449
N: -0.960 -1.343 1.462
H: -4.043 3.733 2.133
H: -5.198 1.944 3.447
H: -4.134 -0.294 3.599
H: -1.936 3.176 0.981
H: -2.540 -1.578 4.407
H: -1.398 -3.780 4.405
H: -0.003 -4.409 2.422
H: 0.253 -2.752 0.586
I: 2.061 0.139 2.449
C: 3.736 -0.605 1.338
I: 3.257 -2.114 -0.066
H: 4.422 -1.007 2.074
H: 4.149 0.241 0.804
C: 3.115 -7.139 -2.384
C: 2.871 -5.919 -3.235
C: 3.678 -5.674 -4.342
C: 3.487 -4.554 -5.136
C: 2.459 -3.675 -4.842
C: 1.642 -3.911 -3.747
N: 0.610 -2.973 -3.456
C: -0.723 -3.265 -3.424
C: -1.222 -4.361 -4.150
C: -2.573 -4.612 -4.208
C: -3.499 -3.787 -3.557
C: -3.028 -2.728 -2.820
C: -1.653 -2.472 -2.713
C: -1.223 -1.445 -1.774
O: 0.003 -1.404 -1.365
O: -2.024 -0.581 -1.288
C: 1.850 -5.017 -2.915
C: 1.003 -5.227 -1.683
H: 3.864 -7.782 -2.843
H: 2.203 -7.722 -2.250
H: 3.476 -6.863 -1.390
H: 4.469 -6.373 -4.582
H: 4.128 -4.376 -5.989
H: 2.267 -2.806 -5.458
H: 0.899 -2.102 -3.041
H: -0.526 -4.987 -4.692
H: -2.926 -5.456 -4.787
H: -4.559 -3.987 -3.627
H: -3.706 -2.083 -2.277
H: 0.167 -5.900 -1.891
H: 0.589 -4.282 -1.331
H: 1.591 -5.671 -0.879
Se: 2.240 1.767 -0.833
C: 1.595 1.210 -2.448
N: 1.062 0.819 -3.397
N: -2.413 6.274 -4.893
C: -2.147 5.427 -4.166
C: -1.811 4.367 -3.248
C: -0.978 4.613 -2.162
C: -0.677 3.570 -1.315
N: -1.156 2.326 -1.480
C: -1.963 2.102 -2.524
C: -2.312 3.087 -3.429
H: -0.562 5.596 -1.992
H: 0.000 3.733 -0.486
H: -2.336 1.093 -2.630
H: -2.956 2.854 -4.264

Per-atom Mulliken charges, elementary charge units: Y 0.34; C -0.97; C -0.40; C -0.95; C 0.89; N -0.21; C 0.10; C 0.30; C -0.93; C -0.62; C -1.02; C -0.08; N 0.59; H 0.43; H 0.46; H 0.42; H 0.48; H 0.48; H 0.45; H 0.51; H 0.36; I 0.11; C -0.88; I 0.22; H 0.48; H 0.37; C -1.57; C 0.90; C -0.87; C -0.79; C -0.89; C -0.47; N 0.38; C 0.88; C -1.06; C -0.60; C -0.95; C -0.50; C 0.58; C 1.54; O -0.95; O -0.84; C 1.55; C -0.99; H 0.40; H 0.34; H 0.32; H 0.38; H 0.42; H 0.55; H -0.01; H 0.50; H 0.41; H 0.42; H 0.51; H 0.38; H -0.42; H 0.54; Se -0.24; C 0.34; N -0.49; N -0.40; C -0.24; C 0.56; C -0.72; C -0.38; N 0.54; C -0.42; C -0.77; H 0.49; H 0.56; H 0.64; H 0.53

---

For reference, energy relative to the best compared isomer or geometry (same formula, charge and spin) by record: 75.96, 24.32 kJ/mol.